Entry 1:
One molecule with the formula C4H6N2OS at a distorted geometry, computed with ωB97M-V with the def2-TZVPD basis set.

Last column: natural (NBO) charge in e.
Atoms and positions in Å:
1 C -1.06 0.30 0.81  -0.389
2 C -0.11 1.39 0.47  -0.083
3 C 1.30 -0.45 0.15  0.665
4 C 0.45 0.20 1.24  -0.339
5 H -0.84 -0.84 -1.41  0.187
6 H -1.70 0.61 1.59  0.254
7 H -0.15 2.37 0.87  0.226
8 H -0.31 1.56 -1.48  0.353
9 H 1.61 -0.13 -1.97  0.429
10 H 0.81 0.27 2.26  0.252
11 N 0.46 1.52 -0.85  -0.408
12 N 0.94 0.11 -1.09  -0.555
13 O 2.09 -1.35 0.29  -0.561
14 S -1.84 -0.81 -0.29  -0.030

Properties
* charge: 0
* relative energy (zero: lowest compared OMol25 entry of this formula, charge and spin): 363.5 kJ/mol
* orbital gap: 0.3528 Ha
* SMILES string: O=C1NN[C@H]2[C@@H](S)[C@@H]12
* E_LUMO: 0.704 eV
* maximum force: 3.9 eV Å⁻¹
* HOMO level: -8.8959 eV

Entry 2:
C30H39IrN7O4S as an isolated structure at a distorted geometry, computed with ωB97M-V with the def2-TZVPD basis set.

Last column: Mulliken spin population.
Atoms and positions in Å:
1 Ir 0.46 0.36 1.03  1.487
2 C 2.00 3.36 1.31  0.009
3 C 0.70 3.49 2.07  0.046
4 C -0.57 3.51 1.17  -0.091
5 N -1.00 2.18 0.74  0.550
6 C -2.33 1.77 0.45  0.130
7 C -3.39 2.75 0.50  0.325
8 C -4.65 2.68 -0.04  -0.133
9 C -5.27 1.71 -0.83  0.506
10 C -4.83 0.37 -0.91  -0.191
11 C -3.76 -0.22 -0.47  0.427
12 C -2.45 0.40 0.16  0.205
13 N -1.42 -0.40 0.40  0.221
14 C -1.73 -1.84 0.71  0.025
15 C -1.96 -2.09 2.16  0.019
16 C -1.22 -1.19 3.23  -0.008
17 N 0.10 -0.56 2.85  0.074
18 C 1.17 -1.10 3.43  -0.112
19 C 1.05 -2.10 4.34  0.226
20 C 2.19 -2.74 5.17  -0.075
21 C 3.45 -2.32 5.39  0.094
22 C 4.06 -1.15 4.82  -0.024
23 C 3.57 -0.33 3.87  0.052
24 C 2.39 -0.21 3.16  0.013
25 N 2.32 0.38 1.96  -0.027
26 C 3.55 1.24 1.49  0.008
27 C 3.22 2.62 2.10  -0.012
28 H 2.29 4.37 0.94  -0.003
29 H 1.91 2.79 0.38  -0.004
30 H 0.68 4.32 2.83  -0.001
31 H 0.60 2.59 2.72  -0.001
32 H -0.30 4.01 0.16  0.040
33 H -1.41 4.17 1.44  0.013
34 H -3.11 3.51 1.18  0.037
35 H -5.38 3.39 0.41  0.001
36 H -6.25 2.10 -1.33  0.001
37 H -5.62 -0.11 -1.46  0.001
38 H -3.68 -1.17 -1.07  0.040
39 H -0.83 -2.37 0.35  0.004
40 H -2.61 -2.12 0.13  -0.003
41 H -1.70 -3.17 2.17  -0.003
42 H -3.07 -1.97 2.22  0.002
43 H -0.93 -1.75 4.06  0.000
44 H -1.87 -0.42 3.71  0.017
45 H 0.39 -2.96 4.16  0.006
46 H 2.00 -3.88 5.21  0.000
47 H 4.02 -3.00 6.07  0.004
48 H 5.12 -0.90 4.99  -0.001
49 H 4.39 0.45 3.42  0.008
50 H 3.53 1.19 0.35  0.002
51 H 4.48 0.75 1.79  -0.003
52 H 3.98 3.34 1.89  0.001
53 H 3.12 2.52 3.20  0.000
54 C -3.23 -2.62 -4.60  0.003
55 C -1.73 -2.90 -4.55  0.000
56 S -0.93 -1.45 -3.97  0.002
57 O -1.16 -1.32 -2.57  0.000
58 O -1.27 -0.36 -4.82  0.000
59 C 0.79 -1.96 -4.34  0.000
60 C 1.85 -0.88 -4.08  0.002
61 N 1.46 0.04 -3.04  -0.004
62 C 1.58 -0.25 -1.74  -0.029
63 N 1.12 0.75 -0.96  0.082
64 C 0.70 1.68 -1.82  0.027
65 C 0.89 1.28 -3.09  -0.002
66 N 0.78 2.17 -4.27  0.001
67 O 1.11 1.71 -5.36  0.001
68 O 0.61 3.36 -3.97  0.000
69 C 2.13 -1.47 -1.14  0.038
70 H -3.72 -3.49 -4.99  0.000
71 H -3.48 -1.87 -5.32  0.000
72 H -3.67 -2.33 -3.63  -0.001
73 H -1.26 -3.03 -5.57  0.000
74 H -1.51 -3.77 -3.96  0.000
75 H 0.80 -2.22 -5.39  0.000
76 H 0.87 -2.85 -3.67  0.000
77 H 1.95 -0.29 -5.05  0.000
78 H 2.84 -1.25 -3.90  0.000
79 H 0.25 2.57 -1.48  0.006
80 H 2.84 -2.01 -1.80  0.005
81 H 1.35 -2.25 -0.91  -0.013
82 H 2.66 -1.21 -0.20  -0.016

Properties
* charge: +1
* relative energy (zero: lowest compared OMol25 entry of this formula, charge and spin): 0.0 kJ/mol
* orbital gap (alpha / beta): 0.1809 / 0.2155 Ha
* multiplicity: 5
* E_LUMO (alpha / beta): -3.025 / -4.485 eV
* maximum force: 6.3 eV Å⁻¹
* ⟨S²⟩: 6.099
* HOMO level (alpha / beta): -7.9475 / -10.3488 eV

Entry 3:
A 3-piece molecular cluster, C18H42F3N4O8P2 overall at a distorted geometry, computed with ωB97M-V with the def2-TZVPD basis set.

Last column: Löwdin charge in e.
Atoms and positions in Å:
1 N -1.65 1.97 1.50  0.019
2 C -1.43 2.64 0.16  -0.244
3 N -0.66 3.93 0.21  -0.077
4 C -0.22 4.26 -1.21  -0.166
5 C 1.35 4.73 -1.35  -0.140
6 C 2.42 3.72 -0.58  -0.155
7 N 1.69 2.86 0.48  0.069
8 C 0.62 3.83 1.01  -0.113
9 N 0.81 4.58 2.16  0.230
10 C -0.16 5.58 2.74  -0.203
11 F 0.48 6.22 3.94  0.046
12 F -1.44 5.01 3.21  0.062
13 F -0.48 6.60 1.71  0.064
14 H -1.53 2.62 2.31  0.065
15 H -1.09 1.09 1.62  0.089
16 H -2.52 2.91 -0.25  0.158
17 H -0.99 1.82 -0.56  0.135
18 H -0.37 3.36 -1.97  0.138
19 H -0.88 5.15 -1.65  0.154
20 H 1.59 4.75 -2.52  0.143
21 H 1.49 5.85 -0.99  0.128
22 H 3.04 3.08 -1.34  0.136
23 H 3.18 4.44 -0.03  0.132
24 H 2.44 2.71 1.22  0.136
25 H 1.73 4.42 2.67  0.205
26 O -3.19 -1.04 2.93  -0.262
27 P -4.46 -1.62 3.59  0.770
28 O -4.17 -3.18 3.11  -0.234
29 C -3.21 -3.92 3.85  -0.307
30 C -3.73 -4.28 5.22  -0.086
31 O -5.43 -1.18 2.31  -0.283
32 C -5.10 -0.09 1.46  -0.294
33 C -4.42 -0.60 0.20  -0.074
34 O -5.88 -2.28 4.34  -0.244
35 C -7.19 -2.16 3.81  -0.291
36 C -7.47 -3.21 2.75  -0.065
37 H -2.28 -3.35 3.92  0.104
38 H -3.00 -4.83 3.28  0.121
39 H -3.87 -3.39 5.84  0.068
40 H -3.03 -4.95 5.74  0.080
41 H -4.71 -4.78 5.15  0.084
42 H -4.50 0.66 1.98  0.093
43 H -6.04 0.40 1.19  0.119
44 H -3.53 -1.19 0.43  0.072
45 H -4.13 0.24 -0.45  0.065
46 H -5.10 -1.25 -0.35  0.081
47 H -7.39 -1.14 3.46  0.114
48 H -7.88 -2.33 4.65  0.119
49 H -6.77 -3.15 1.91  0.069
50 H -8.48 -3.09 2.35  0.084
51 H -7.37 -4.21 3.16  0.081
52 O 4.59 0.67 -2.65  -0.267
53 P 5.33 -0.68 -2.76  0.771
54 O 5.20 -0.78 -4.41  -0.232
55 C 6.11 -0.01 -5.17  -0.305
56 C 7.52 -0.56 -5.09  -0.084
57 O 3.96 -1.55 -2.39  -0.282
58 C 2.90 -0.99 -1.61  -0.295
59 C 1.80 -0.49 -2.53  -0.071
60 O 6.17 -2.19 -2.87  -0.241
61 C 5.59 -3.45 -2.56  -0.289
62 C 4.77 -4.00 -3.72  -0.063
63 H 6.08 1.04 -4.84  0.106
64 H 5.77 -0.04 -6.21  0.122
65 H 7.92 -0.46 -4.08  0.068
66 H 8.19 -0.03 -5.78  0.082
67 H 7.53 -1.63 -5.34  0.084
68 H 3.26 -0.22 -0.94  0.094
69 H 2.50 -1.80 -0.98  0.120
70 H 2.17 0.24 -3.26  0.073
71 H 0.99 -0.03 -1.96  0.060
72 H 1.38 -1.32 -3.11  0.084
73 H 5.02 -3.41 -1.63  0.114
74 H 6.42 -4.14 -2.38  0.120
75 H 3.96 -3.33 -4.01  0.069
76 H 4.33 -4.97 -3.45  0.085
77 H 5.40 -4.13 -4.60  0.082

Properties
* charge: +1
* relative energy (zero: lowest compared OMol25 entry of this formula, charge and spin): 763.0 kJ/mol
* orbital gap: 0.2224 Ha
* E_LUMO: -5.258 eV
* maximum force: 9.5 eV Å⁻¹
* HOMO level: -11.3110 eV

Entry 4:
A 3-piece molecular cluster, C5H14O2 overall at a distorted geometry, computed with ωB97M-V with the def2-TZVPD basis set.

Last column: natural (NBO) charge in e.
Atoms and positions in Å:
1 C 1.87 1.53 1.12  -0.617
2 C 1.26 1.85 -0.28  -0.428
3 C 0.10 0.98 -0.60  0.026
4 C -0.99 1.31 -1.28  -0.387
5 C 0.67 -0.46 -0.87  -0.645
6 H 2.29 2.53 1.33  0.215
7 H 2.56 0.69 1.07  0.211
8 H 1.09 1.43 1.86  0.206
9 H 2.10 1.79 -0.98  0.213
10 H 0.87 2.88 -0.32  0.198
11 H -1.62 0.74 -1.94  0.206
12 H -1.19 2.39 -1.33  0.180
13 H 1.65 -0.39 -1.33  0.204
14 H 0.01 -1.05 -1.50  0.212
15 H 0.86 -0.97 0.08  0.206
16 H -0.42 -4.86 -4.49  0.461
17 H 0.88 -4.54 -3.99  0.461
18 O 0.28 -4.23 -4.70  -0.922
19 H -2.02 0.40 5.84  0.469
20 H -3.49 0.82 5.99  0.470
21 O -2.90 0.06 6.00  -0.938

Properties
* charge: 0
* relative energy (zero: lowest compared OMol25 entry of this formula, charge and spin): 156.1 kJ/mol
* orbital gap: 0.3704 Ha
* SMILES string: C=C(C)CC.O.O
* E_LUMO: 0.770 eV
* maximum force: 5.1 eV Å⁻¹
* HOMO level: -9.3094 eV